Computed, not measured: a structure of composition C29H38N4O2OsP2 in a non-equilibrium geometry, with ωB97M-V/def2-TZVPD.

```
76
Properties=species:S:1:pos:R:3:mulliken_charge:R:1
Os -0.617 -0.772 0.446 1.68
C 0.940 -0.857 -3.551 -0.33
C 1.385 0.299 -3.047 -0.91
C 0.732 1.621 -3.257 -1.03
C -0.779 1.582 -2.995 -1.68
C -1.226 0.685 -1.890 0.75
C -1.381 -0.670 -1.851 -0.85
C -1.469 -1.479 -3.127 -1.56
C -0.368 -1.173 -4.161 -1.51
C -2.178 -1.239 1.755 -1.66
H 1.667 -1.657 -3.672 0.89
H 2.430 0.327 -2.731 1.39
H 0.879 1.969 -4.295 0.48
H 1.221 2.375 -2.631 0.31
H -1.082 2.609 -2.706 0.43
H -1.294 1.349 -3.942 0.47
H -1.741 1.279 -1.130 0.34
H -2.016 -1.156 -1.046 1.36
H -2.430 -1.225 -3.600 0.51
H -1.524 -2.553 -2.921 0.40
H -0.253 -2.065 -4.791 0.46
H -0.721 -0.399 -4.858 0.33
H -2.216 -2.351 1.704 0.56
H -3.174 -0.894 1.438 0.43
H -1.990 -0.971 2.819 0.36
P -0.674 1.451 0.980 0.71
P 1.554 -0.700 -0.141 -0.05
N -2.639 2.177 0.539 0.33
N -0.801 2.179 2.545 0.90
N 1.747 -2.280 -1.247 1.32
N 2.815 -1.294 1.037 0.79
C 0.904 2.123 0.379 -0.97
C 1.998 1.110 -0.104 -2.07
C -3.546 1.205 0.131 0.20
C -4.783 1.774 -0.197 -1.01
C -4.631 3.169 -0.008 -0.71
C -3.315 3.383 0.470 -0.58
C -1.925 1.923 3.354 -0.57
C -2.052 2.950 4.273 -0.72
C -0.930 3.840 4.087 -0.79
C -0.179 3.344 3.034 -0.39
C 0.629 -3.060 -1.490 -0.69
C 0.962 -4.125 -2.334 -1.01
C 2.327 -3.958 -2.676 -0.86
C 2.801 -2.838 -1.973 -1.04
C 3.672 -2.391 1.008 -0.57
C 4.614 -2.254 2.031 -0.93
C 4.309 -1.047 2.726 -0.90
C 3.199 -0.493 2.107 -0.70
H 1.354 2.764 1.158 0.35
H 0.598 2.752 -0.480 0.38
H 2.267 1.345 -1.140 1.03
H 2.920 1.215 0.497 1.05
H -3.253 0.184 -0.104 0.37
H -5.587 1.191 -0.636 0.50
H -5.350 3.931 -0.265 0.48
H -2.830 4.321 0.716 0.56
H -2.536 1.050 3.167 0.37
H -2.869 3.048 4.976 0.50
H -0.705 4.747 4.638 0.48
H 0.749 3.695 2.598 0.50
H -0.307 -2.850 -0.981 0.75
H 0.306 -4.941 -2.612 0.54
H 2.900 -4.599 -3.337 0.48
H 3.796 -2.417 -1.922 0.59
H 3.542 -3.184 0.292 0.69
H 5.435 -2.929 2.220 0.47
H 4.811 -0.605 3.574 0.50
H 2.698 0.442 2.290 0.70
C 0.515 -0.815 3.647 -0.51
O 0.513 -2.108 2.973 -0.31
C 0.220 -2.246 1.634 -0.05
O 0.424 -3.360 1.148 -0.43
H 1.524 -0.631 4.033 0.46
H -0.232 -0.842 4.456 0.34
H 0.249 0.021 2.967 -0.11
```

Results
2S+1: 5
E_HOMO (alpha / beta): -13.151 / -13.134 eV
E: -2269.7808 Ha
charge: +2
frontier orbital gap (alpha / beta): 6.0 / 3.9 eV